ORCA calculation (the ωB97M-V functional and the def2-TZVPD basis) on a structure of composition C44H33BCrN10O2S2.

Summary:
Energy above the lowest of the compared OMol25 structures with the same formula, charge and spin in kcal/mol: 8.7
Gap between HOMO and LUMO (spin up / spin down) in eV: 6.562 / 6.911
Largest force on an atom in eV Å⁻¹: 1.4
E_HOMO (spin up / spin down) in eV: -10.4 / -10.4
LUMO level (spin up / spin down) in Eh: -0.141 / -0.128
Net charge: +1
2S+1: 2

```
93
C44H33BCrN10O2S2 the ωB97M-V functional and the def2-TZVPD basis
Cr 0.773 -0.485 0.777
C 4.172 1.041 -1.358
C 2.921 0.439 -1.369
N 2.490 0.254 -0.123
N 3.444 0.723 0.693
C 4.466 1.205 -0.020
B 3.263 0.766 2.211
N 1.994 1.583 2.462
C 1.803 2.802 2.975
C 0.452 3.090 2.909
C -0.117 1.969 2.320
N 0.833 1.077 2.047
N 2.985 -0.679 2.656
C 3.543 -1.368 3.655
C 3.049 -2.658 3.624
C 2.175 -2.669 2.544
N 2.140 -1.464 1.977
H 4.774 1.326 -2.195
H 2.333 0.167 -2.224
H 5.332 1.631 0.445
H 4.196 1.213 2.768
H 2.611 3.395 3.357
H -0.042 3.986 3.219
H -1.150 1.779 2.088
H 4.248 -0.918 4.321
H 3.284 -3.466 4.283
H 1.603 -3.493 2.159
S -1.747 -3.365 6.662
C -1.021 -2.608 8.010
C -0.254 -1.541 7.652
C -0.245 -1.321 6.265
C -1.011 -2.227 5.569
C -1.141 -2.370 4.141
C -0.644 -1.369 3.284
N -0.498 -1.525 1.982
C -0.891 -2.698 1.441
C -1.581 -3.690 2.175
C -2.061 -4.838 1.474
C -1.875 -4.973 0.138
C -1.156 -3.995 -0.616
C -1.042 -4.007 -2.007
C -0.390 -2.954 -2.645
C 0.291 -2.026 -1.834
N 0.226 -2.000 -0.520
C -0.585 -2.904 0.074
C -0.435 -2.765 -4.072
C -0.985 -3.593 -5.020
C -0.940 -3.058 -6.316
C -0.369 -1.824 -6.352
S 0.127 -1.286 -4.805
C -1.686 -3.513 3.556
H -1.202 -2.995 8.993
H 0.294 -0.942 8.355
H 0.324 -0.537 5.799
H -0.338 -0.415 3.692
H -2.594 -5.590 2.034
H -2.270 -5.829 -0.387
H -1.503 -4.800 -2.573
H 0.900 -1.267 -2.303
H -1.405 -4.556 -4.801
H -1.315 -3.565 -7.186
H -0.210 -1.188 -7.199
H -2.145 -4.274 4.171
O -2.252 -0.784 -0.435
C -1.667 0.222 -0.794
N -2.094 1.141 -1.685
C -1.168 2.245 -1.825
C -0.101 1.811 -0.813
O 0.909 2.412 -0.494
N -0.432 0.603 -0.318
C -0.560 2.324 -3.227
C 0.719 2.834 -3.419
C 1.245 2.951 -4.694
C 0.504 2.562 -5.796
C -0.767 2.048 -5.613
C -1.295 1.928 -4.338
C -1.793 3.590 -1.479
C -1.003 4.642 -1.033
C -1.572 5.871 -0.748
C -2.934 6.064 -0.903
C -3.725 5.022 -1.352
C -3.159 3.793 -1.641
H -3.014 1.112 -2.086
H 1.316 3.130 -2.572
H 2.238 3.355 -4.827
H 0.914 2.660 -6.790
H -1.358 1.746 -6.467
H -2.288 1.524 -4.222
H 0.057 4.495 -0.894
H -0.949 6.685 -0.408
H -3.379 7.021 -0.679
H -4.789 5.163 -1.482
H -3.799 3.000 -1.997
```

ORCA calculation (the ωB97M-V functional and the def2-TZVPD basis) on a structure of composition C44H35AsF6N3O4TeV.

Summary:
Energy above the lowest of the compared OMol25 structures with the same formula, charge and spin in kcal/mol: 0.0
Gap between HOMO and LUMO (spin up / spin down) in eV: 7.433 / 6.010
Largest force on an atom in eV Å⁻¹: 0.7
E_HOMO (spin up / spin down) in eV: -11.3 / -11.3
LUMO level (spin up / spin down) in Eh: -0.142 / -0.195
Net charge: +1
2S+1: 4

```
95
C44H35AsF6N3O4TeV the ωB97M-V functional and the def2-TZVPD basis
V -1.208 -0.549 0.269
C 1.677 -0.006 -6.425
C 1.117 -0.021 -5.029
C -0.121 0.535 -4.746
C -0.659 0.515 -3.462
C -1.930 1.276 -3.194
O -2.132 2.305 -3.802
C -2.944 0.773 -2.219
C -3.794 1.688 -1.604
C -4.776 1.244 -0.730
C -4.937 -0.114 -0.496
C -4.108 -1.036 -1.124
C -3.104 -0.595 -1.976
C 0.091 -0.087 -2.445
O -0.381 -0.096 -1.182
C 1.358 -0.607 -2.689
C 1.852 -0.575 -3.980
C 2.143 -1.093 -1.506
N 2.958 -0.354 -0.862
C 3.135 1.037 -1.240
C 2.525 1.883 -0.126
Te 2.014 3.887 -0.658
C 1.868 3.695 -2.733
C 3.014 3.559 -3.512
C 2.886 3.515 -4.891
C 1.628 3.607 -5.478
C 0.493 3.731 -4.691
C 0.608 3.782 -3.309
C 1.859 -2.466 -1.028
C 1.127 -3.354 -1.814
C 0.855 -4.635 -1.357
C 1.303 -5.034 -0.108
C 2.027 -4.150 0.686
C 2.306 -2.875 0.230
H 1.006 0.504 -7.112
H 1.831 -1.020 -6.796
H 2.643 0.502 -6.451
H -0.694 1.010 -5.533
H -3.670 2.743 -1.811
H -5.420 1.962 -0.238
H -5.710 -0.459 0.179
H -4.236 -2.094 -0.941
H -2.460 -1.312 -2.475
H 2.839 -0.981 -4.175
H 2.676 1.292 -2.198
H 4.204 1.244 -1.316
H 3.167 1.960 0.751
H 1.562 1.472 0.185
H 3.995 3.484 -3.059
H 3.769 3.413 -5.508
H 1.537 3.577 -6.555
H -0.490 3.774 -5.138
H -0.284 3.849 -2.699
H 0.775 -3.049 -2.792
H 0.292 -5.320 -1.977
H 1.085 -6.029 0.254
H 2.371 -4.461 1.663
H 2.872 -2.180 0.837
O -1.754 0.517 3.364
C -1.590 1.409 2.576
N -1.696 2.750 2.801
C -1.333 3.555 1.660
C -0.959 2.432 0.661
O -0.475 2.643 -0.447
N -1.218 1.230 1.217
C -0.086 4.386 1.952
C 1.013 3.732 2.515
C 2.183 4.422 2.792
C 2.271 5.782 2.512
C 1.178 6.441 1.973
C 0.004 5.748 1.694
C -2.511 4.322 1.059
C -3.748 4.336 1.692
C -4.826 4.997 1.117
C -4.683 5.642 -0.101
C -3.450 5.631 -0.741
C -2.374 4.975 -0.166
H -1.853 3.104 3.729
H 0.944 2.677 2.762
H 3.020 3.903 3.243
H 3.179 6.325 2.736
H 1.229 7.503 1.775
H -0.846 6.281 1.292
H -3.884 3.822 2.634
H -5.780 5.004 1.627
H -5.524 6.151 -0.551
H -3.328 6.129 -1.693
H -1.422 4.958 -0.680
F -0.578 -1.815 1.827
As -2.012 -2.918 1.667
F -2.768 -1.250 1.345
F -1.583 -2.666 -0.078
F -3.452 -3.657 1.199
F -1.076 -4.306 1.787
F -2.373 -2.777 3.299
```

ORCA calculation (the ωB97M-V functional and the def2-TZVPD basis) on a structure of composition C44H35BaCl2N3O6PSSe.

Summary:
Energy above the lowest of the compared OMol25 structures with the same formula, charge and spin in kcal/mol: 33.4
Gap between HOMO and LUMO in eV: 6.685
Largest force on an atom in eV Å⁻¹: 3.4
E_HOMO in eV: -4.8
LUMO level in Eh: 0.070
Net charge: -1

```
94
C44H35BaCl2N3O6PSSe the ωB97M-V functional and the def2-TZVPD basis
Ba -0.073 -0.389 0.087
O 3.365 -0.832 -2.772
C 2.409 -0.495 -2.080
O 1.915 -1.061 -1.054
C 1.621 0.767 -2.527
C 2.003 1.592 -3.574
C 1.135 2.609 -3.956
C -0.088 2.775 -3.319
C -0.382 1.934 -2.258
N 0.475 0.986 -1.888
C -1.711 1.944 -1.473
O -2.705 2.434 -2.002
O -1.637 1.354 -0.338
H 2.946 1.414 -4.072
H 1.410 3.273 -4.768
H -0.802 3.531 -3.612
O -1.827 -1.801 0.577
P -2.343 -2.370 -0.725
C -1.338 -1.981 -2.206
C -0.180 -2.727 -2.461
C 0.550 -2.503 -3.615
C 0.132 -1.529 -4.512
C -1.012 -0.781 -4.268
C -1.749 -1.005 -3.115
C -2.349 -4.172 -0.639
C -2.233 -4.751 0.621
C -2.217 -6.134 0.749
C -2.311 -6.939 -0.375
C -2.418 -6.365 -1.637
C -2.432 -4.987 -1.769
C -4.006 -1.809 -1.077
C -4.295 -0.461 -0.852
C -5.553 0.028 -1.169
C -6.525 -0.817 -1.685
C -6.242 -2.161 -1.894
C -4.982 -2.657 -1.599
H 0.142 -3.482 -1.754
H 1.465 -3.051 -3.792
H 0.720 -1.339 -5.401
H -1.320 -0.008 -4.958
H -2.637 -0.414 -2.921
H -2.142 -4.115 1.492
H -2.121 -6.580 1.730
H -2.288 -8.017 -0.272
H -2.479 -6.993 -2.517
H -2.492 -4.541 -2.755
H -3.539 0.211 -0.456
H -5.759 1.080 -1.022
H -7.506 -0.429 -1.928
H -7.002 -2.823 -2.289
H -4.768 -3.705 -1.762
Cl 1.580 -1.130 5.698
C 1.384 -1.689 4.015
Cl -0.317 -1.981 3.615
H 1.923 -2.622 3.911
H 1.743 -0.901 3.355
C -3.015 4.472 0.604
N -2.082 3.768 1.459
C -0.732 3.818 1.325
Se 0.203 4.829 0.095
N -0.212 2.997 2.267
C -1.228 2.363 2.959
C -1.199 1.419 3.970
C -2.424 0.988 4.461
C -3.627 1.494 3.963
C -3.649 2.447 2.951
C -2.425 2.866 2.458
H -2.678 4.405 -0.427
H -3.091 5.520 0.897
H -3.984 3.986 0.689
H 0.733 2.614 2.211
H -0.263 1.024 4.339
H -2.442 0.237 5.240
H -4.563 1.131 4.367
H -4.582 2.833 2.564
C 8.629 0.542 1.866
C 9.320 1.866 1.675
O 10.519 1.986 1.648
S 8.342 3.355 1.523
C 6.676 2.775 1.597
C 5.997 2.768 2.813
C 4.701 2.288 2.889
C 4.046 1.800 1.753
C 4.727 1.838 0.531
C 6.019 2.324 0.453
C 2.726 1.252 1.853
C 1.618 0.718 1.831
H 8.033 0.560 2.780
H 9.393 -0.228 1.928
H 7.941 0.333 1.049
H 6.496 3.131 3.703
H 4.180 2.276 3.838
H 4.227 1.469 -0.355
H 6.532 2.349 -0.500
```

Q: net charge of number 3 (C44H35BaCl2N3O6PSSe)?
A: -1